Computed, not measured: a structure of composition C6H11NO3S in a non-equilibrium geometry, with the ωB97M-V functional and the def2-TZVPD basis.

Each line ends with the natural charge from an NBO analysis.
Atoms and positions in Å:
C -0.589 0.580 -0.365  0.0373
C 0.233 -0.060 -1.187  -0.3922
C -0.265 0.817 1.107  -0.4506
C 1.522 -1.349 -0.284  -0.1070
C 0.478 -0.449 1.683  -0.1822
C -1.687 1.511 -0.880  -0.6381
N 1.656 -0.854 0.975  -0.6269
O -0.525 0.654 -3.571  -0.9000
O -0.416 -1.865 -2.992  -0.8816
O 1.642 -0.650 -3.278  -0.9499
S 0.245 -0.355 -2.926  2.3263
H 0.414 1.577 1.352  0.2194
H -1.167 0.868 1.626  0.2137
H 0.876 -2.176 -0.241  0.1756
H 2.393 -1.498 -0.957  0.2386
H 0.690 -0.191 2.648  0.1994
H -0.173 -1.393 1.461  0.1851
H -2.569 1.086 -0.720  0.2141
H -1.709 1.652 -1.885  0.2395
H -1.584 2.391 -0.424  0.2069
H 0.172 -2.457 -3.322  0.4970
H 2.520 -0.326 1.088  0.3756

Computed properties:
* energy: -913.7413 Ha
* energy relative to the best compared isomer or geometry (same formula, charge and spin): 4.466 eV
* F_max: 5.829 eV/Å
* charge: 0
* M: 177.23 g mol⁻¹

***

Computed, not measured: a cluster of 7 separate species, C28H37IN7O2P in total, with the ωB97M-V functional and the def2-TZVPD basis.

Each line ends with the Löwdin charge.
Atoms and positions in Å:
O -0.393 -0.502 1.117  0.0569
C -0.915 -0.532 0.027  -0.5466
N -0.802 -1.536 -0.890  0.0822
C -2.027 -1.677 -1.676  -0.1455
C -2.718 -0.290 -1.551  -0.1682
C -1.799 0.522 -0.623  -0.4429
P -0.621 1.681 -1.489  0.5807
O -0.672 0.964 -2.970  -0.3934
I -2.183 3.594 -1.809  0.3913
H -0.280 -2.358 -0.618  0.1337
H -1.802 -1.979 -2.700  0.1165
H -2.683 -2.434 -1.231  0.1170
H -3.699 -0.407 -1.089  0.1154
H -2.847 0.193 -2.517  0.0736
H -2.320 1.107 0.136  0.1001
H -0.090 1.411 -3.603  0.0597
N 0.899 1.975 2.320  0.0156
C 0.739 2.618 3.515  -0.1421
C 1.835 3.417 3.716  -0.1084
C 2.691 3.249 2.594  -0.1342
C 2.083 2.354 1.752  -0.1638
H 0.256 1.309 1.919  0.0918
H -0.135 2.453 4.122  0.1026
H 2.006 4.050 4.572  0.0872
H 3.645 3.721 2.426  0.0891
H 2.397 1.954 0.802  0.1058
N -5.390 1.376 -2.826  -0.0020
C -6.423 1.259 -1.934  -0.1629
C -7.210 0.212 -2.333  -0.0988
C -6.630 -0.322 -3.516  -0.1019
C -5.512 0.419 -3.795  -0.1462
H -4.651 2.056 -2.768  0.0529
H -6.500 1.917 -1.083  0.1061
H -8.103 -0.130 -1.837  0.0934
H -6.998 -1.149 -4.100  0.0913
H -4.802 0.348 -4.601  0.1096
N 2.081 -3.909 0.398  -0.0020
C 2.979 -2.979 0.854  -0.1530
C 4.024 -2.947 -0.032  -0.1145
C 3.746 -3.887 -1.060  -0.1019
C 2.540 -4.463 -0.768  -0.1429
H 1.222 -4.157 0.855  0.1418
H 2.796 -2.432 1.764  0.1098
H 4.910 -2.338 0.046  0.0837
H 4.366 -4.118 -1.909  0.0953
H 1.974 -5.219 -1.286  0.1062
N -7.381 4.553 -2.374  0.0068
C -7.412 5.561 -3.297  -0.1411
C -8.350 6.473 -2.891  -0.1135
C -8.907 5.993 -1.675  -0.1134
C -8.289 4.806 -1.384  -0.1449
H -6.789 3.742 -2.416  0.1010
H -6.769 5.546 -4.161  0.1040
H -8.610 7.381 -3.409  0.0884
H -9.675 6.464 -1.084  0.0885
H -8.421 4.125 -0.560  0.1025
N 5.297 0.051 1.846  0.0167
C 4.785 0.911 2.778  -0.1494
C 5.753 1.834 3.070  -0.1172
C 6.894 1.518 2.282  -0.1113
C 6.581 0.413 1.537  -0.1458
H 4.808 -0.730 1.448  0.1028
H 3.777 0.810 3.142  0.1041
H 5.651 2.651 3.766  0.0915
H 7.834 2.043 2.263  0.0875
H 7.160 -0.143 0.818  0.1022
N 5.815 -5.174 3.178  0.0057
C 7.102 -5.636 3.238  -0.1449
C 7.322 -6.404 2.126  -0.1145
C 6.120 -6.403 1.365  -0.1102
C 5.210 -5.636 2.042  -0.1460
H 5.383 -4.580 3.862  0.1424
H 7.748 -5.379 4.059  0.1037
H 8.242 -6.908 1.883  0.0876
H 5.946 -6.903 0.427  0.0881
H 4.194 -5.370 1.802  0.0907

Computed properties:
* energy: -2261.9751 Ha
* SMILES: O=C1NCC[C@@H]1P(O)I.c1cc[nH]c1.c1cc[nH]c1.c1cc[nH]c1.c1cc[nH]c1.c1cc[nH]c1.c1cc[nH]c1
* F_max: 0.614 eV/Å
* charge: 0
* M: 661.53 g mol⁻¹

***

Computed, not measured: an isolated molecule of C6H9N3 in a non-equilibrium geometry, with the ωB97M-V functional and the def2-TZVPD basis.

Each line ends with the natural charge from an NBO analysis.
Atoms and positions in Å:
C 0.975 1.578 0.275  -0.3998
C 1.528 -1.504 -0.669  -0.6917
N -0.276 0.959 -0.112  -0.4349
C -0.794 -0.266 0.135  0.3998
C 0.244 -1.555 0.088  0.2528
N -1.967 -0.586 0.548  -0.6698
N -0.227 -2.645 0.576  -0.6073
C -1.438 2.081 -0.110  0.1452
C -2.432 2.744 0.049  -0.2590
H -2.214 -1.512 0.149  0.3734
H 0.385 -3.454 0.433  0.3397
H 0.954 1.898 1.321  0.2008
H 1.843 0.950 0.103  0.2089
H 1.154 2.459 -0.348  0.2207
H 1.342 -1.101 -1.667  0.2347
H 1.948 -2.508 -0.788  0.2202
H 2.260 -0.913 -0.116  0.2221
H -3.287 3.376 0.133  0.2443

Computed properties:
* energy: -398.1206 Ha
* energy relative to the best compared isomer or geometry (same formula, charge and spin): 4.214 eV
* SMILES: [H]/N=C(C)/C(=N\[H])N(C)C#C
* F_max: 6.343 eV/Å
* charge: 0
* M: 123.16 g mol⁻¹

***

Computed, not measured: a cluster of 17 separate species, H34O17 in total in a non-equilibrium geometry, with the ωB97M-V functional and the def2-TZVPD basis.

Each line ends with the natural charge from an NBO analysis.
Atoms and positions in Å:
O -1.641 0.357 2.553  -0.9829
H -2.168 0.448 1.761  0.5062
H -2.201 0.541 3.353  0.5004
O -1.184 2.349 -1.811  -0.9229
H -0.930 3.207 -2.187  0.4753
H -1.499 2.597 -0.973  0.4520
O -3.277 -2.104 0.449  -0.9909
H -2.375 -2.310 0.519  0.5118
H -3.828 -2.895 0.374  0.4809
O -1.294 -1.898 -1.699  -0.9603
H -0.324 -1.913 -1.585  0.4971
H -1.424 -1.979 -2.655  0.4557
O 2.595 -0.761 -1.648  -0.9709
H 1.885 -1.369 -1.416  0.4906
H 2.624 -0.667 -2.546  0.4693
O 1.244 -0.768 4.200  -0.9520
H 2.173 -0.879 4.269  0.4553
H 1.011 -0.480 3.298  0.4926
O 3.219 1.023 1.065  -0.9450
H 2.958 1.714 1.742  0.5063
H 4.048 0.677 1.323  0.4738
O 0.068 0.264 -3.461  -0.9781
H -0.777 0.433 -3.798  0.4644
H 0.179 0.764 -2.665  0.5071
O 1.764 2.010 -2.033  -0.9908
H 2.069 1.137 -1.751  0.5079
H 2.347 2.356 -2.733  0.4801
O 0.566 1.693 2.283  -1.0516
H -0.354 1.432 2.217  0.4855
H 0.799 2.359 1.565  0.4761
O -0.758 -2.166 1.830  -0.9628
H -0.954 -1.398 2.315  0.4808
H 0.131 -2.046 1.595  0.4711
O -2.742 0.696 -0.089  -0.9909
H -3.340 -0.053 0.045  0.5294
H -3.357 1.432 -0.149  0.4849
O 2.005 -1.372 1.518  -1.0054
H 2.357 -2.021 2.091  0.4862
H 2.510 -0.546 1.557  0.5163
O 0.064 0.219 -0.155  -0.9907
H -0.871 0.161 -0.098  0.4864
H 0.456 0.028 0.716  0.4830
O 1.205 -2.867 -0.624  -0.9573
H 1.885 -3.343 -1.181  0.4800
H 1.685 -2.407 0.035  0.4941
O -3.406 -0.145 -2.614  -0.9637
H -3.027 -0.802 -3.198  0.4566
H -2.672 0.180 -2.041  0.5002
O 1.069 3.284 0.342  -0.9277
H 0.091 3.282 0.250  0.4689
H 1.395 2.548 -0.156  0.5177

Computed properties:
* energy: -1299.4560 Ha
* energy relative to the best compared isomer or geometry (same formula, charge and spin): 2.012 eV
* F_max: 3.753 eV/Å
* charge: 0
* M: 306.25 g mol⁻¹

***

Computed, not measured: a cluster of 6 separate species, C2H16O5S in total in a non-equilibrium geometry, with the ωB97M-V functional and the def2-TZVPD basis.

Each line ends with the natural charge from an NBO analysis.
Atoms and positions in Å:
C 0.916 -1.762 -1.225  -0.7459
S 2.718 -1.799 -1.306  0.1734
C 3.135 -2.616 0.210  -0.7693
H 0.581 -2.784 -1.031  0.2118
H 0.628 -1.225 -0.325  0.2252
H 0.370 -1.385 -2.082  0.2356
H 3.549 -2.085 1.065  0.2235
H 3.839 -3.412 -0.041  0.2296
H 2.271 -3.190 0.552  0.2256
H -6.836 -0.611 2.924  0.4661
H -5.585 -0.923 2.110  0.4734
O -6.470 -1.245 2.310  -0.9396
H 1.906 1.737 -1.953  0.4649
H 2.852 0.681 -1.789  0.4897
O 2.339 1.272 -1.218  -0.9556
H 0.952 1.785 0.050  0.5071
H 0.436 2.337 1.407  0.4746
O 0.162 1.921 0.586  -0.9836
H -1.929 2.990 -1.031  0.4676
H -2.119 3.582 0.332  0.4586
O -1.901 3.829 -0.558  -0.9255
H -2.337 1.733 2.335  0.4531
H -1.748 1.421 1.037  0.4820
O -2.295 0.989 1.720  -0.9422

Computed properties:
* energy: -860.1447 Ha
* energy relative to the best compared isomer or geometry (same formula, charge and spin): 1.258 eV
* SMILES: CSC.O.O.O.O.O
* F_max: 1.684 eV/Å
* charge: 0
* M: 152.21 g mol⁻¹

***

Computed, not measured: a cluster of 2 separate species, C10H22B2N3O3S in total, with the ωB97M-V functional and the def2-TZVPD basis.

Each line ends with the natural charge from an NBO analysis.
Atoms and positions in Å:
N 5.174 -4.551 -2.663  -1.0889
B 4.110 -4.010 -3.490  0.7619
O 4.306 -2.846 -4.218  -0.9233
B 2.584 -4.777 -3.597  0.7234
O 2.152 -5.313 -4.768  -0.8499
N 1.696 -4.833 -2.425  -0.7274
C 0.962 -3.858 -2.371  0.1776
S 0.105 -2.569 -2.338  0.1602
H 5.340 -4.000 -1.830  0.3903
H 4.926 -5.482 -2.362  0.3738
H 4.219 -2.057 -3.681  0.5048
H 2.810 -5.181 -5.446  0.4917
C 0.071 0.001 2.265  -0.6067
C -1.292 0.463 1.712  0.1079
C -2.020 1.275 2.793  -0.4055
C -1.443 2.670 3.048  -0.4050
C -0.768 3.267 1.805  -0.3911
C -1.244 2.666 0.475  0.1099
N -1.016 1.241 0.501  -0.2342
O -1.411 0.611 -0.690  -0.8595
C -0.362 3.258 -0.622  -0.5937
C -2.698 3.090 0.196  -0.6420
C -2.132 -0.781 1.457  -0.5962
H 0.587 -0.604 1.518  0.2128
H -0.040 -0.605 3.177  0.1662
H 0.711 0.852 2.506  0.1928
H -3.069 1.381 2.505  0.1952
H -2.034 0.709 3.732  0.1891
H -2.252 3.327 3.384  0.1884
H -0.725 2.640 3.873  0.1884
H -0.913 4.353 1.801  0.1879
H 0.313 3.116 1.879  0.1961
H 0.672 2.931 -0.494  0.2028
H -0.382 4.355 -0.585  0.1673
H -0.699 2.946 -1.609  0.2294
H -2.784 4.183 0.166  0.1756
H -3.393 2.728 0.956  0.1893
H -3.026 2.704 -0.769  0.2321
H -2.262 -1.335 2.394  0.1688
H -1.655 -1.444 0.739  0.2284
H -3.119 -0.520 1.076  0.2114

Computed properties:
* energy: -1232.1866 Ha
* F_max: 0.895 eV/Å
* charge: -1
* M: 286.00 g mol⁻¹

***

Computed, not measured: a cluster of 2 separate species, H3IP2S2 in total in a non-equilibrium geometry, with the ωB97M-V functional and the def2-TZVPD basis.

Each line ends with the natural charge from an NBO analysis.
Atoms and positions in Å:
P -1.122 0.667 -1.165  0.1267
P 0.701 0.112 0.084  0.5530
S 2.389 0.359 -0.917  -0.5113
S 0.162 -1.820 0.616  -0.3146
I -2.982 0.248 0.334  -0.0738
H -0.831 2.332 -0.170  0.0178
H 0.710 0.707 1.406  0.0102
H 0.974 -2.605 -0.186  0.1920

Computed properties:
* energy: -1778.5348 Ha
* energy relative to the best compared isomer or geometry (same formula, charge and spin): 1.872 eV
* F_max: 4.557 eV/Å
* charge: 0
* M: 256.01 g mol⁻¹

***

Computed, not measured: a cluster of 2 separate species, C4H5NO in total in a non-equilibrium geometry, with the ωB97M-V functional and the def2-TZVPD basis.

Each line ends with the natural charge from an NBO analysis.
Atoms and positions in Å:
C -0.949 -0.010 -0.181  0.6958
C 0.246 -1.069 0.353  -0.5474
C 1.484 -0.505 -0.063  -0.0829
C 2.415 0.332 -0.244  -0.2467
H -1.504 1.677 0.367  0.3835
H 0.254 1.751 0.883  0.4284
H -0.100 -2.193 -0.188  0.2861
H 0.082 -0.969 1.895  0.2459
H 3.391 0.902 -0.619  0.2776
N -0.645 1.317 0.155  -0.8612
O -2.098 -0.360 -0.328  -0.5791

Computed properties:
* energy: -285.2032 Ha
* energy relative to the best compared isomer or geometry (same formula, charge and spin): 5.753 eV
* F_max: 5.786 eV/Å
* charge: 0
* M: 83.09 g mol⁻¹

***

| no. | gap between HOMO and LUMO (eV) |
| --- | --- |
| 1 | 8.843 |
| 2 | 7.316 |
| 3 | 9.493 |
| 4 | 10.108 |
| 5 | 9.003 |
| 6 | 3.335 |
| 7 | 8.019 |
| 8 | 9.289 |